Computed, not measured: the molecule C4H11NO in a non-equilibrium geometry, with wB97M-V/def2-TZVPD.

## Properties
Orbital gap: 0.36520 Ha
Energy relative to the best compared isomer or geometry (same formula, charge and spin): 0.966 eV
Charge: 0
Multiplicity: 1

Geometry as XYZ:
```
17
Properties=species:S:1:pos:R:3:forces:R:3:nbo_charge:R:1
H -1.192 1.018 1.776 0.0 0.0 0.1 0.224
H -2.077 0.113 0.544 -0.1 0.0 0.0 0.215
H 0.565 -2.065 -0.022 0.1 -0.2 0.1 0.190
H 0.178 -2.299 -1.739 0.0 0.0 0.2 0.204
H -0.448 -0.039 -1.861 0.1 -0.1 0.3 0.365
H 1.453 0.160 1.533 0.1 0.0 0.1 0.210
C -0.080 -1.741 -0.835 0.1 0.1 -0.1 -0.416
O -0.484 1.834 -0.564 -0.1 0.2 -0.1 -0.722
H 1.993 0.393 -0.194 -0.2 1.0 1.5 0.238
H -0.848 -0.701 1.540 0.0 -0.1 0.0 0.210
C 1.342 0.792 0.655 0.2 -0.7 -1.3 -0.666
N 0.161 -0.332 -1.096 -0.9 0.3 -0.6 -0.667
C -1.114 0.224 1.038 0.1 0.3 -0.5 -0.641
H 0.219 2.157 -1.141 0.0 0.0 0.0 0.470
H -1.117 -1.975 -0.579 -0.1 -0.1 0.1 0.169
C -0.048 0.625 0.018 0.3 -0.6 0.1 0.396
H 1.497 1.834 0.928 0.3 0.0 0.0 0.220
```
Forces are in eV/Å.

=====

Computed, not measured: a cluster of 7 separate species, C34H66ClO19P in total in a non-equilibrium geometry, with wB97M-V/def2-TZVPD.

## Properties
Orbital gap: 0.32490 Ha
Charge: 0
Multiplicity: 1

Geometry as XYZ:
```
121
Properties=species:S:1:pos:R:3:forces:R:3:mulliken_charge:R:1
H 0.100 -6.068 5.707 0.1 -0.1 0.2 0.270
C 0.522 -7.053 5.916 -0.2 0.2 -0.6 -0.930
H -3.406 7.638 1.832 0.0 -0.3 -0.1 0.337
C -3.395 -5.553 5.230 0.1 -0.3 0.5 -0.890
H -3.425 -4.476 5.049 0.0 -0.1 0.0 0.263
H -1.733 3.091 -3.442 -0.3 1.0 1.6 0.201
H -3.910 1.775 -0.054 1.2 0.8 -1.0 0.455
H -6.043 -0.557 -2.909 1.7 0.8 -0.5 0.309
H -4.278 -5.858 5.787 -0.1 0.2 -0.1 0.314
H -5.617 -7.091 4.836 0.1 0.1 0.0 0.363
H 11.997 1.456 -3.814 -0.1 0.0 0.0 0.291
O 0.388 2.955 -1.565 -1.0 1.2 -2.7 -0.223
C -2.335 -1.740 0.438 0.1 0.1 0.3 0.349
O -0.570 4.842 -0.685 -1.0 -3.8 -4.0 -0.569
H 7.212 2.707 -4.390 0.0 0.1 -0.1 0.158
O -2.783 3.513 2.322 -0.1 0.8 0.1 -0.502
P -3.603 3.631 -1.774 0.2 -0.1 0.9 0.958
Cl -3.157 7.610 -3.545 -0.6 -1.0 0.7 -0.217
C 4.745 3.045 -3.188 -0.3 0.5 0.0 -0.900
O -2.819 5.721 2.162 -0.3 -0.3 -0.4 -0.377
C 10.909 1.431 -3.738 -0.4 -0.5 0.0 -1.028
H -2.286 -5.544 -0.082 0.3 0.1 0.0 0.395
C -3.223 -6.269 3.920 0.5 0.3 0.0 0.845
H -0.198 1.738 -4.634 1.0 -0.2 1.5 0.276
H -5.800 -4.601 4.252 -0.1 -0.1 0.1 0.274
H -5.067 0.606 -5.350 -0.4 0.6 1.6 0.358
C -5.289 1.025 -4.293 1.2 0.0 -1.0 -0.013
H 9.627 3.177 -0.454 0.0 0.1 -0.3 0.323
O -6.639 1.561 -4.248 0.7 -0.6 -1.2 -0.540
H -2.089 8.651 3.673 0.0 -0.1 0.0 0.378
C 0.020 -9.901 5.710 0.3 -0.1 -0.1 -0.296
H -0.179 -9.419 4.749 0.1 0.1 0.1 0.249
H -4.569 1.924 -4.176 -0.9 -1.6 0.1 -0.090
O -0.484 -9.111 6.798 -0.5 -0.1 0.2 -0.380
O -2.220 1.196 -1.245 -2.0 -0.4 -0.8 -0.039
H -1.941 4.642 4.790 -0.1 0.0 0.0 0.278
H 1.639 -10.728 6.866 -0.1 0.0 -0.1 0.290
O 1.646 3.565 -3.494 -3.1 -2.6 3.1 -0.584
O -2.124 -6.419 3.433 -0.8 -0.1 0.0 -0.587
H -2.541 -4.218 1.020 0.2 0.1 0.1 0.222
H -1.931 4.882 -3.135 0.2 -1.6 1.1 0.458
H -0.557 -10.829 5.714 -0.1 0.2 0.2 0.333
C -0.673 3.950 -1.569 0.8 2.5 3.3 0.099
H -0.882 -4.789 0.708 -0.1 0.0 0.0 0.274
O -4.643 6.844 -1.430 2.1 -1.5 -4.3 -0.488
O -1.803 -2.361 -0.742 -0.2 0.2 -0.6 -0.254
H -6.353 -5.050 2.648 -0.1 -0.1 0.1 0.288
H -2.757 1.167 -3.281 -0.8 -0.6 1.1 0.509
H 12.099 3.386 -0.507 -0.1 -0.1 0.0 0.300
C 10.208 2.600 -1.176 0.2 -0.1 0.1 -0.363
H 7.694 2.972 -6.074 0.0 0.0 0.1 0.390
H 3.897 3.437 -2.624 0.2 -0.2 0.0 0.221
C -1.260 -1.574 1.492 0.2 -0.2 0.1 -1.144
O 10.207 3.516 -4.603 0.0 -0.2 0.9 -0.568
C 0.431 1.435 -3.716 -0.1 -0.2 0.5 -0.553
H 5.034 3.827 -3.887 0.2 -0.1 0.0 0.328
O -0.995 -7.164 7.726 0.1 -0.7 -0.5 -0.596
H -2.350 2.707 0.234 -1.0 -0.9 -1.6 0.370
C -1.879 7.635 3.330 0.2 -0.1 0.1 -1.007
C -2.950 4.672 4.377 -0.6 0.0 0.3 -1.312
H -0.866 -2.539 1.819 -0.1 0.0 0.0 0.345
C -1.696 -3.691 -0.923 0.4 -0.5 -0.3 0.544
H -6.192 -7.458 3.226 0.3 0.0 -0.1 0.322
H 0.632 -7.547 4.953 0.1 -0.1 0.1 0.337
H 10.611 0.781 -2.918 0.2 0.1 0.1 0.345
H -1.655 -1.048 2.365 0.0 0.0 -0.1 0.368
H -3.916 4.771 -4.087 -0.5 0.6 1.6 0.424
H -4.536 -1.069 -3.814 -0.3 1.5 1.0 0.323
H 1.848 -10.876 5.108 0.0 0.0 0.1 0.359
O 3.548 1.009 -3.304 0.5 0.2 -0.6 -0.633
H -1.052 7.668 2.617 -0.1 0.0 0.0 0.298
C 7.102 2.336 -5.411 0.1 0.0 0.2 -0.730
C -1.860 -4.600 0.263 -0.6 -0.3 0.1 -0.802
H -1.538 7.045 4.183 -0.1 0.1 0.0 0.278
H 1.360 0.879 -4.121 -1.4 1.1 0.9 0.365
H 11.603 1.886 0.307 0.0 0.0 -0.1 0.353
C -5.011 -0.169 -3.259 -1.3 -0.3 -0.4 -0.487
H -7.354 -5.434 4.065 0.1 0.0 0.0 0.367
H 5.569 2.839 -2.502 0.0 0.0 -0.1 0.258
C -0.397 -7.769 6.864 0.1 0.5 0.4 0.778
H -2.379 -0.462 -2.511 -0.6 1.6 0.4 0.440
C -1.902 3.859 -2.593 1.8 0.7 -1.0 -0.224
H 1.500 -6.933 6.384 -0.1 0.0 0.0 0.312
H 12.237 1.852 -1.348 -0.1 -0.1 0.1 0.272
C -3.008 2.247 -0.615 0.5 -0.1 2.1 -0.981
H 10.496 0.988 -4.646 0.2 0.2 0.0 0.298
C 11.616 2.416 -0.648 0.2 0.0 -0.1 -0.981
O -4.301 0.210 -2.059 0.7 0.7 -1.0 -0.352
H -3.893 4.493 -0.637 0.1 -0.5 -0.7 -0.154
C 0.891 2.756 -2.897 1.6 0.6 -3.3 0.669
H 5.586 1.929 -6.864 -0.2 -0.1 0.2 0.328
C -3.107 7.025 2.686 0.2 0.2 0.1 -0.376
H -0.201 0.725 -3.072 1.1 1.1 -0.8 -0.050
C 5.650 2.317 -5.844 0.3 0.1 0.1 -0.572
H -3.209 -2.281 0.809 0.1 -0.1 0.0 0.337
C -6.329 -5.375 3.691 0.1 0.2 0.0 -0.974
H -6.906 1.640 -5.197 0.1 0.0 1.4 0.349
H 7.518 1.326 -5.428 -0.1 0.1 -0.1 0.291
H -0.417 -1.008 1.090 -0.2 0.1 0.0 0.294
H -3.966 6.998 3.360 0.1 -0.1 0.0 0.351
H -2.691 -0.754 0.130 0.1 -0.2 -0.2 -0.288
H 9.681 1.651 -1.308 0.1 0.0 -0.1 0.332
C 1.486 -10.226 5.908 0.2 0.1 0.1 -0.952
H 5.205 3.314 -5.865 0.0 -0.1 0.1 0.356
C -5.639 -6.719 3.810 -0.2 0.2 0.1 -0.386
H -2.537 -5.785 5.866 0.0 0.2 -0.2 0.149
C -2.873 4.585 2.879 0.3 -0.3 0.0 0.901
O 10.209 3.363 -2.392 -0.4 0.4 0.0 -0.364
H 2.100 -9.323 5.923 0.0 0.0 -0.1 0.265
C 4.322 1.764 -3.850 -0.1 -0.1 0.6 0.879
H -4.662 2.766 -2.209 0.2 0.3 0.0 -0.137
O -1.398 -4.135 -2.009 -0.2 0.7 0.5 -0.600
H -5.458 4.717 -3.096 1.7 0.6 0.4 0.460
H -3.472 5.555 4.740 0.2 0.1 0.0 0.381
C -4.324 4.946 -3.022 -1.1 1.5 -1.3 -0.881
C 10.390 2.837 -3.619 0.2 0.2 -0.6 0.798
C -2.925 0.546 -2.333 1.6 -1.3 -0.4 -0.897
O 4.881 1.423 -5.026 -0.5 -0.4 -0.2 -0.368
O -4.319 -6.670 3.249 0.2 -0.4 -0.3 -0.382
C -4.156 6.442 -2.505 -1.9 -0.1 2.8 0.448
H -3.514 3.811 4.743 0.3 0.0 -0.1 0.324
```
Forces are in eV/Å.

=====

Computed, not measured: a structure of composition C29H44N3O10PRb, with wB97M-V/def2-TZVPD.

## Properties
Orbital gap: 0.23434 Ha
Energy relative to the best compared isomer or geometry (same formula, charge and spin): 1.088 eV
Charge: -1
Multiplicity: 1

Geometry as XYZ:
```
88
Properties=species:S:1:pos:R:3:forces:R:3:mulliken_charge:R:1
H -0.758 -4.446 -1.707 0.0 0.0 0.0 0.425
O 1.482 -3.613 -0.418 0.0 -0.1 -0.1 -0.204
H 1.488 -3.594 -6.434 0.0 0.0 0.0 0.384
H 0.290 4.266 -0.061 0.0 0.0 0.0 0.341
O -0.180 -2.869 1.832 0.0 -0.1 0.0 -0.093
H -1.857 -3.204 2.981 0.0 0.0 0.0 0.479
H -1.941 -0.678 3.817 -0.1 0.0 0.0 0.151
H 4.070 4.240 -0.119 0.0 0.0 0.0 0.347
H -3.285 3.207 0.232 0.0 0.0 0.0 0.297
H 3.572 -3.309 -7.777 0.0 0.0 0.0 0.354
H -2.175 3.007 4.561 0.0 -0.1 0.0 0.232
H -1.789 -1.317 -3.147 0.0 0.0 0.0 0.253
H -2.740 4.790 -0.362 0.0 0.0 0.0 0.504
C 2.209 -2.827 -6.180 0.0 0.1 0.1 -0.869
H -1.019 1.675 4.353 -0.1 0.0 0.0 0.138
H 4.108 2.468 -1.796 0.1 0.1 0.0 0.282
H -1.518 4.801 3.148 0.0 0.0 0.0 0.247
H 1.908 1.196 3.006 0.0 0.0 0.0 0.362
C 3.366 -2.667 -6.929 0.0 0.0 0.0 -0.465
C -0.052 -3.855 -2.296 0.0 0.1 -0.1 -0.587
H 1.709 -5.013 -1.937 0.0 0.0 0.0 0.371
C -2.410 3.800 -0.033 0.0 0.0 0.0 -1.715
N 3.487 0.293 -2.777 -0.2 -0.1 0.1 -0.822
H -0.546 5.774 0.370 0.0 0.0 0.0 0.443
C 1.982 -1.976 -5.105 -0.1 -0.1 -0.1 -0.231
H -3.125 -0.568 5.144 0.0 0.0 0.0 0.532
C -2.941 -0.337 4.091 0.0 -0.1 0.1 -1.452
C 0.921 -4.546 0.477 0.0 0.0 -0.2 -0.203
H -2.185 -1.476 1.140 0.0 0.0 0.0 -0.523
O 1.239 -0.091 -3.301 0.3 0.1 0.6 -0.720
C -0.249 4.787 0.733 0.1 0.1 0.0 -1.633
H -0.070 -4.866 0.141 0.0 0.0 0.0 0.250
H 5.618 0.132 -5.875 0.0 0.0 0.0 0.288
H -0.078 -4.231 -3.330 0.0 0.0 0.0 0.436
C -2.562 -1.995 -1.274 0.0 -0.1 0.0 0.168
H 0.610 -4.635 2.598 0.0 0.0 0.0 0.367
H -3.458 -2.697 1.330 0.0 0.0 0.0 0.210
H -5.202 1.113 3.589 0.0 0.0 0.0 0.371
H 2.008 -3.311 -2.342 0.0 0.0 0.0 0.212
C 2.477 -0.191 -3.486 -0.2 0.0 -0.5 0.206
C -2.193 4.680 2.297 -0.1 0.1 0.1 -1.536
C -2.412 -2.541 1.035 0.0 0.1 -0.1 0.777
H 1.074 -2.043 -4.515 0.0 0.0 0.0 0.600
N 2.714 1.440 1.135 -0.2 0.1 0.0 -0.245
C 0.803 -3.883 1.822 0.0 0.2 0.2 -0.975
C 4.260 -1.664 -6.591 0.0 0.0 0.0 -0.778
O 4.917 0.174 -5.216 0.0 -0.1 -0.1 -0.507
O -2.196 -2.966 -0.302 -0.1 0.1 0.0 -0.222
H -1.585 -4.393 1.694 0.0 0.0 0.0 0.473
C 3.606 3.591 0.613 0.0 0.1 0.0 -0.741
H -3.679 -0.868 3.483 0.0 0.0 0.0 0.292
H -4.683 1.457 5.254 0.0 0.0 0.0 0.379
H 1.748 -3.392 2.055 0.0 0.0 0.0 0.357
C -2.030 1.930 4.671 0.1 0.0 0.1 -1.323
C 1.359 -3.983 -1.781 0.1 0.0 0.2 -0.667
N 3.107 0.693 -1.527 -0.3 0.0 -0.2 0.198
C -4.466 1.641 4.198 -0.1 0.0 0.1 -1.805
C -3.066 1.163 3.855 0.1 0.0 -0.2 1.759
C 3.323 4.040 1.891 0.0 0.1 0.0 -0.358
H -4.561 2.711 4.003 0.0 0.0 0.0 0.377
H 2.436 3.496 3.785 0.0 0.0 0.0 0.360
H -2.395 -0.985 -0.890 0.1 0.0 0.1 -0.010
C 4.027 -0.821 -5.502 0.1 0.0 0.0 1.196
O -0.393 -2.489 -2.265 -0.2 0.0 -0.1 0.147
H 5.160 -1.519 -7.182 0.0 0.0 0.0 0.219
Rb 0.501 -0.243 -0.303 0.6 -0.5 -0.4 0.931
C 2.878 -0.980 -4.725 -0.1 0.0 0.1 -0.054
H 3.568 5.055 2.180 0.0 0.0 0.0 0.389
H 0.431 4.907 1.579 0.0 0.0 0.0 0.272
O -2.934 1.432 2.443 -0.3 0.0 0.3 -0.452
C 2.707 3.182 2.785 0.0 0.0 0.0 -0.542
H -2.142 1.671 5.728 0.0 0.0 0.0 0.537
H -2.535 5.668 1.979 0.0 0.0 0.0 0.485
C 2.420 1.895 2.352 0.0 -0.1 -0.1 -0.047
O -0.920 2.749 1.663 0.1 0.3 0.0 0.824
H -3.059 4.096 2.613 0.0 0.0 0.0 0.169
H -2.179 -3.041 -3.145 0.0 -0.1 0.0 0.435
H 1.559 -5.439 0.552 0.0 0.0 0.0 0.371
O -0.591 0.381 2.302 0.0 0.1 0.1 -0.921
C -1.754 -2.227 -2.545 0.1 0.0 0.0 -0.969
C -1.470 3.986 1.153 0.1 -0.3 0.0 1.927
P -1.562 1.272 1.604 0.0 0.0 -0.1 -0.161
C 3.543 1.819 -1.126 0.0 0.0 0.5 -0.886
H -3.629 -2.082 -1.515 -0.1 0.1 0.0 0.231
C -1.515 -3.329 1.947 0.2 -0.1 0.1 -0.845
H -1.911 3.295 -0.857 0.0 0.0 0.0 0.269
O -1.962 0.941 0.204 -0.1 0.0 0.1 -1.050
C 3.276 2.284 0.257 0.1 -0.2 -0.2 0.981
```
Forces are in eV/Å.

=====

Please write out number 1 again, unchanged.
Computed, not measured: the molecule C4H11NO in a non-equilibrium geometry, with wB97M-V/def2-TZVPD.

## Properties
Orbital gap: 0.36520 Ha
Energy relative to the best compared isomer or geometry (same formula, charge and spin): 0.966 eV
Charge: 0
Multiplicity: 1

Geometry as XYZ:
```
17
Properties=species:S:1:pos:R:3:forces:R:3:nbo_charge:R:1
H -1.192 1.018 1.776 0.0 0.0 0.1 0.224
H -2.077 0.113 0.544 -0.1 0.0 0.0 0.215
H 0.565 -2.065 -0.022 0.1 -0.2 0.1 0.190
H 0.178 -2.299 -1.739 0.0 0.0 0.2 0.204
H -0.448 -0.039 -1.861 0.1 -0.1 0.3 0.365
H 1.453 0.160 1.533 0.1 0.0 0.1 0.210
C -0.080 -1.741 -0.835 0.1 0.1 -0.1 -0.416
O -0.484 1.834 -0.564 -0.1 0.2 -0.1 -0.722
H 1.993 0.393 -0.194 -0.2 1.0 1.5 0.238
H -0.848 -0.701 1.540 0.0 -0.1 0.0 0.210
C 1.342 0.792 0.655 0.2 -0.7 -1.3 -0.666
N 0.161 -0.332 -1.096 -0.9 0.3 -0.6 -0.667
C -1.114 0.224 1.038 0.1 0.3 -0.5 -0.641
H 0.219 2.157 -1.141 0.0 0.0 0.0 0.470
H -1.117 -1.975 -0.579 -0.1 -0.1 0.1 0.169
C -0.048 0.625 0.018 0.3 -0.6 0.1 0.396
H 1.497 1.834 0.928 0.3 0.0 0.0 0.220
```
Forces are in eV/Å.